(1)
The molecule C6H8S at a distorted geometry. Source: the OMol25 dataset; level of theory: wB97M-V/def2-TZVPD.

CARTESIAN COORDINATES (ANGSTROEM)
S1 -1.613600 -1.386927 -0.778080
C1 0.104071 -0.842014 -0.153313
C2 0.850543 0.121501 -0.985338
C3 1.282459 1.418325 -0.700125
C4 0.802868 1.987905 0.521009
C5 0.468313 0.751227 1.620570
C6 0.302423 -0.567062 1.389935
H1 -2.429338 -0.283372 -0.077863
H2 0.446202 -1.969928 -0.426097
H3 1.116229 -0.186410 -2.044911
H4 1.897215 2.055178 -1.405971
H5 0.057238 2.880283 0.389089
H6 1.775501 2.550372 1.085241
H7 0.109825 1.238049 2.543985
H8 -0.019355 -1.312624 2.229377

Atoms 1-3, force components in eV/Å:
-1.0 3.4 2.4
0.9 -4.1 0.7
1.9 2.9 -2.6

HOMO energy   -8.83 eV
Lowest unoccupied orbital energy   0.0259 Ha
Structure (SMILES)   SC1C=CCC=C1
ΔE to the lowest compared entry with this formula, charge and spin   77.43 kcal per mole
Orbital gap   9.53 eV
Spin multiplicity   1
Net charge   0



(2)
The molecule C6H4FNO3 at a distorted geometry. Source: the OMol25 dataset; level of theory: wB97M-V/def2-TZVPD.

CARTESIAN COORDINATES (ANGSTROEM)
C1 0.468655 -0.296639 0.490986
C2 -0.078686 -1.310091 1.167181
C3 0.083431 0.417792 -0.705225
C4 -1.070113 0.449224 -1.435159
C5 -1.293504 -2.013159 0.572028
C6 -2.190649 -0.414512 -1.613753
N1 -2.173808 -1.731700 -1.532478
O1 -2.174090 -2.683496 1.018753
O2 -1.041409 -1.980577 -0.801346
O3 -2.965001 -2.580394 -1.849227
F1 -3.203276 0.125419 -2.329846
H1 1.260145 0.146996 0.912491
H2 0.214339 -1.647682 2.178985
H3 0.832780 1.094005 -0.919900
H4 -1.017927 1.267722 -2.057874

Atoms 1-3, force components in eV/Å:
-2.1 0.3 -2.6
-2.7 -2.1 0.8
0.9 -2.8 3.4

HOMO energy (alpha / beta)   -7.05 / -10.20 eV
Lowest unoccupied orbital energy (alpha / beta)   0.0110 / -0.1041 Ha
⟨S²⟩   2.0206
Orbital gap (alpha / beta)   7.35 / 7.37 eV
Spin multiplicity   3
Net charge   0



(3)
A cluster of 22 separate species, C33H58Cl42N3O4PS3 in total at a distorted geometry. Source: the OMol25 dataset; level of theory: wB97M-V/def2-TZVPD.

CARTESIAN COORDINATES (ANGSTROEM)
N1 2.929834 -2.870099 -3.504695
C1 1.479222 -2.830001 -3.326179
O1 0.880297 -3.854185 -3.627003
C2 0.732989 -1.558234 -2.763978
C3 -0.792365 -1.801667 -2.451352
C4 -1.774204 -0.821271 -3.171250
C5 -1.778652 0.694384 -2.953401
C6 -0.726961 1.372601 -1.992829
C7 0.117534 2.505515 -2.752290
C8 1.502627 1.995270 -3.348693
S1 1.432305 1.406393 -5.080016
O2 2.556084 0.436755 -5.219090
O3 0.208114 0.658400 -5.400635
O4 1.704883 2.582933 -6.208049
C9 -2.732400 1.613422 -3.597877
C10 -3.790464 1.138582 -4.559086
N2 -4.767599 1.822758 -5.228717
S2 -5.666228 0.713376 -6.144344
N3 -4.807271 -0.632744 -5.702053
C11 -3.769858 -0.381482 -4.807758
C12 -2.773760 -1.360838 -4.130691
P1 -2.933608 -3.170816 -4.568451
S3 -3.025178 -3.257880 -6.524483
H1 3.187005 -2.694339 -4.477634
H2 3.395486 -2.236143 -2.851659
H3 0.941575 -0.719964 -3.481792
H4 1.262670 -1.284672 -1.792477
H5 -1.150614 -2.845703 -2.640026
H6 -0.924560 -1.626002 -1.335367
H7 -1.314509 1.936023 -1.199979
H8 -0.073546 0.610819 -1.484507
H9 -0.453694 2.996249 -3.586109
H10 0.376109 3.328096 -2.012281
H11 1.935013 1.209464 -2.657963
H12 2.219959 2.866012 -3.311772
H13 2.099815 2.095033 -6.984768
H14 -2.694906 2.716233 -3.363410
H15 -1.841923 -3.979417 -4.146048
H16 -4.184148 -3.685710 -4.073285
C13 -0.200825 -3.808431 1.338637
Cl1 -1.688895 -3.851464 0.384314
Cl2 0.845369 -2.471636 0.834352
H17 -0.458108 -3.677137 2.382510
H18 0.334079 -4.744360 1.204051
C14 0.092211 1.229446 2.580290
Cl3 1.134831 1.536357 1.186695
Cl4 -1.382208 0.390768 2.092162
H19 0.631897 0.611799 3.295480
H20 -0.175462 2.178001 3.039678
C15 -0.212786 -6.296205 4.481537
Cl5 -1.703754 -6.350802 3.532200
Cl6 0.821590 -4.959067 3.969762
H21 -0.466566 -6.163278 5.531241
H22 0.326437 -7.230652 4.347582
C16 3.324369 4.418768 -0.531374
Cl7 3.222114 2.655529 -0.640549
Cl8 4.352566 5.081922 -1.808499
H23 2.324492 4.836343 -0.630851
H24 3.744227 4.692102 0.438807
C17 -2.024907 -2.833646 5.250112
Cl9 -3.510636 -2.893132 4.292783
Cl10 -0.987627 -1.498747 4.738763
H25 -2.284578 -2.698413 6.296115
H26 -1.486715 -3.767038 5.121248
C18 -3.804419 0.731741 5.629789
Cl11 -5.285432 0.664221 4.665309
Cl12 -2.758334 2.062237 5.111856
H27 -4.069005 0.879225 6.668982
H28 -3.265478 -0.204729 5.514048
C19 -4.664864 -1.324352 1.061254
Cl13 -3.630936 -1.010194 -0.337283
Cl14 -6.154785 -2.149783 0.587554
H29 -4.122683 -1.951396 1.764930
H30 -4.920257 -0.376874 1.531138
C20 -9.072031 1.139169 3.732363
Cl15 -10.085933 0.186907 4.823353
Cl16 -7.842596 0.134895 2.957347
H31 -9.700448 1.582522 2.964004
H32 -8.578242 1.922005 4.303541
C21 -9.422992 2.055164 -6.191959
Cl17 -9.489215 0.500423 -5.354540
Cl18 -7.770602 2.681097 -6.253165
H33 -9.788025 1.924547 -7.207636
H34 -10.049829 2.768391 -5.662698
C22 4.623853 0.473580 -8.631337
Cl19 5.104817 2.170161 -8.494820
Cl20 2.899282 0.322285 -8.979523
H35 5.188235 0.010227 -9.436726
H36 4.839337 -0.029793 -7.691878
C23 1.643057 -2.923414 7.388270
Cl21 2.688815 -2.604167 6.001387
Cl22 0.164803 -3.766360 6.897133
H37 2.183296 -3.544255 8.102792
H38 1.371510 -1.977292 7.851045
C24 6.839816 -1.946469 5.761763
Cl23 5.796121 -1.929218 7.189156
Cl24 6.388177 -3.246887 4.650507
H39 6.746970 -0.993893 5.245609
H40 7.869347 -2.096065 6.079809
C25 -5.087055 -2.558395 8.422032
Cl25 -4.396118 -3.905797 7.511989
Cl26 -5.109771 -1.079801 7.450250
H41 -6.105532 -2.810199 8.707080
H42 -4.486848 -2.386783 9.312132
C26 4.063428 5.788737 -7.684452
Cl27 4.571146 6.814660 -9.031999
Cl28 2.504918 6.310930 -7.033648
H43 3.973331 4.762848 -8.035940
H44 4.811198 5.844405 -6.897122
C27 -5.987628 3.719335 7.821892
Cl29 -6.066892 1.956545 7.687086
Cl30 -4.933479 4.413882 6.587478
H45 -6.988351 4.126322 7.699870
H46 -5.600163 3.980059 8.803569
C28 3.408063 7.752136 1.099119
Cl31 3.345319 6.187199 1.923913
Cl32 5.053481 8.390430 1.060362
H47 3.054001 7.626948 0.078123
H48 2.769063 8.454239 1.628585
C29 5.644298 -2.775232 -0.693161
Cl33 4.911433 -1.166598 -0.616153
Cl34 7.107985 -2.860755 0.292954
H49 4.928102 -3.506126 -0.325956
H50 5.901049 -2.996461 -1.726131
C30 4.916113 -5.736998 8.858540
Cl35 3.636139 -4.621747 9.363661
Cl36 6.105867 -4.922979 7.842229
H51 5.412941 -6.126492 9.743593
H52 4.470228 -6.553404 8.295994
C31 10.727174 -0.800834 7.531287
Cl37 9.680647 -0.781601 8.954530
Cl38 10.275931 -2.101109 6.420753
H53 10.636863 0.151123 7.014127
H54 11.755179 -0.951869 7.850709
C32 6.747774 9.732043 -10.797949
Cl39 7.787093 10.018971 -12.198724
Cl40 5.259997 8.898888 -11.260720
H55 7.285888 9.118318 -10.079579
H56 6.490828 10.687758 -10.348186
C33 -6.682937 -4.850514 -5.930643
Cl41 -6.251563 -3.141278 -5.851162
Cl42 -8.413819 -5.068452 -6.236636
H57 -6.121341 -5.317537 -6.736370
H58 -6.431448 -5.322702 -4.983711

Atoms 1-3, force components in eV/Å:
-1.2 0.9 0.9
-0.3 -1.5 -0.5
0.3 1.7 0.3

HOMO energy   -7.31 eV
Lowest unoccupied orbital energy   -0.0182 Ha
Orbital gap   6.82 eV
Spin multiplicity   1
Net charge   0